# 1
{
  "formula": "C12H48N22O12",
  "method": "ωB97M-V/def2-TZVPD",
  "lumo_energy_ev": [-2.223, -7.978],
  "spin_multiplicity": 2,
  "energy_ha": -2593.52930,
  "gap_ha": [0.3084, 0.0968],
  "total_charge": 1,
  "elements": ["C", "O", "H", "H", "H", "H", "C", "O", "N", "N", "H", "H", "H", "H", "C", "O", "N", "N", "H", "H", "H", "H", "C", "O", "N", "N", "H", "H", "H", "H", "C", "O", "N", "N", "H", "H", "H", "H", "C", "O", "N", "N", "H", "H", "H", "H", "C", "O", "N", "N", "H", "H", "H", "H", "C", "O", "N", "N", "H", "H", "H", "H", "C", "O", "N", "N", "H", "H", "H", "H", "C", "O", "N", "N", "H", "H", "H", "H", "C", "O", "N", "N", "H", "H", "H", "H", "C", "O", "N", "N", "H", "H", "H", "H"],
  "xyz": [[14.79635, -1.16659, 11.31383], [13.56466, -0.86473, 10.55051], [15.24275, -2.14889, 11.15927], [15.60983, -0.54994, 10.93161], [14.56216, -0.91797, 12.34893], [13.82799, -0.22896, 9.88114], [18.93663, -0.16234, 12.20685], [17.85539, 0.23940, 12.49800], [20.07359, 0.49081, 12.24905], [19.08089, -1.24149, 11.48206], [19.81235, 1.46644, 12.25116], [20.85394, 0.31724, 11.63176], [19.98134, -1.69887, 11.47245], [18.25970, -1.71204, 11.12945], [11.30847, 0.09702, 12.93848], [10.82115, 0.41157, 13.95816], [12.22251, 0.74801, 12.35293], [11.03501, -1.03642, 12.38373], [12.57427, 1.59407, 12.77782], [12.72274, 0.18914, 11.67651], [10.50368, -1.58686, 13.04313], [11.81503, -1.34026, 11.81862], [15.48781, 2.80170, 11.14167], [14.46714, 3.44476, 11.27077], [16.54998, 2.95662, 11.90850], [15.62683, 1.85067, 10.24648], [17.33788, 2.32491, 11.92472], [16.55929, 3.76949, 12.50789], [16.55588, 1.46298, 10.16483], [15.04228, 1.92063, 9.42580], [17.61528, -2.88429, 8.30320], [17.17096, -2.47679, 9.34315], [17.12744, -2.44431, 7.17121], [18.41218, -3.93177, 8.16629], [16.27454, -1.91304, 7.27331], [17.39166, -2.94314, 6.33369], [19.10436, -4.06871, 8.88895], [18.49865, -4.45520, 7.30685], [13.62427, -3.34983, 14.99409], [14.49257, -2.70984, 14.44401], [13.52584, -3.49794, 16.29141], [12.80177, -4.06836, 14.32797], [14.01684, -2.84544, 16.88577], [12.78600, -4.07895, 16.65906], [12.07014, -4.67072, 14.67722], [12.94446, -3.79212, 13.36702], [14.54388, -5.39853, 9.49940], [13.52225, -4.73186, 9.57897], [14.64464, -6.72824, 9.24886], [15.77764, -5.02807, 9.72413], [15.57979, -7.07766, 9.09560], [13.90775, -7.34936, 9.55104], [15.96936, -4.05513, 9.91579], [16.42357, -5.80034, 9.80463], [15.55325, 0.76294, 15.04927], [14.61165, 0.86954, 15.80815], [16.39688, 1.75967, 14.77715], [15.97690, -0.32685, 14.52801], [17.08192, 1.41901, 14.11778], [16.19411, 2.73421, 14.94814], [16.83269, -0.36770, 13.99316], [15.39352, -1.14232, 14.40641], [12.94275, -2.47501, 6.78183], [12.63506, -1.90332, 5.74590], [13.31362, -1.85263, 7.83491], [12.80690, -3.68997, 6.93682], [13.21719, -2.29616, 8.73719], [13.30406, -0.84494, 7.90240], [12.57167, -4.20650, 6.10137], [13.11583, -4.19777, 7.75340], [12.68008, 1.75255, 8.50013], [13.57577, 0.93302, 8.50912], [12.38591, 2.58107, 9.46818], [11.95585, 2.02711, 7.48554], [11.70131, 3.31643, 9.36489], [13.01222, 2.56121, 10.26030], [12.09889, 1.59743, 6.58276], [11.10686, 2.54079, 7.67382], [18.22191, 1.37413, 7.89475], [17.32946, 1.44633, 7.09928], [19.11914, 2.29301, 8.09517], [18.30848, 0.45911, 8.79904], [19.13989, 3.12892, 7.52866], [19.85396, 2.11780, 8.76558], [17.48899, -0.13122, 8.79255], [19.04615, 0.39471, 9.48591], [17.62515, -4.02392, 13.05739], [18.64663, -4.42488, 12.60210], [16.44421, -4.33744, 12.57485], [17.49767, -3.32720, 14.15847], [16.35301, -4.99490, 11.81357], [15.64137, -3.90463, 13.00870], [18.33561, -3.02703, 14.63579], [16.57079, -2.98452, 14.36728]],
  "lowdin_spin": [0.001, 0.005, 0.000, 0.000, 0.000, 0.000, 0.000, 0.000, 0.000, 0.000, 0.000, 0.000, 0.000, 0.000, 0.083, 0.613, 0.182, 0.095, 0.003, 0.006, 0.002, 0.003, 0.000, 0.000, 0.000, 0.000, 0.000, 0.000, 0.000, 0.000, 0.000, 0.000, 0.000, 0.000, 0.000, 0.000, 0.000, 0.000, 0.000, 0.000, 0.000, 0.000, 0.000, 0.000, 0.000, 0.000, 0.000, 0.000, 0.000, 0.000, 0.000, 0.000, 0.000, 0.000, 0.000, 0.000, 0.000, 0.000, 0.000, 0.000, 0.000, 0.000, 0.000, 0.000, 0.000, 0.000, 0.000, 0.000, 0.000, 0.000, 0.000, 0.000, 0.005, 0.001, 0.000, 0.000, 0.000, 0.000, 0.000, 0.000, 0.000, 0.000, 0.000, 0.000, 0.000, 0.000, 0.000, 0.000, 0.000, 0.000, 0.000, 0.000, 0.000, 0.000]
}

***

# 2
{
  "formula": "C12H4Cl2F6N4OS",
  "method": "ωB97M-V/def2-TZVPD",
  "lumo_energy_ev": -0.523,
  "energy_ha": -2671.68907,
  "gap_ha": 0.3332,
  "total_charge": 0,
  "elements": ["N", "O", "F", "F", "F", "F", "F", "F", "Cl", "Cl", "C", "N", "C", "C", "C", "C", "C", "C", "C", "C", "C", "N", "N", "S", "C", "C", "H", "H", "H", "H"],
  "xyz": [[5.17038, -0.21631, -1.66261], [0.81872, 1.01691, -4.27913], [-2.20818, 0.48197, 5.55374], [-3.51254, 1.83478, 4.40186], [-3.88540, -0.32891, 4.34451], [2.14587, -1.76795, -5.63116], [0.13388, -1.69537, -4.80401], [1.87275, -2.52599, -3.60634], [0.62145, 2.73907, 1.19948], [-0.69079, -2.50342, 0.79980], [4.05439, -0.10552, -1.35396], [2.14296, -0.08700, 0.18547], [2.66286, -0.02926, -1.00541], [0.44597, 0.13030, -1.30810], [1.60371, 0.06123, -2.01707], [-1.10222, 1.49663, 2.85870], [-1.83074, -0.79352, 2.57767], [-0.22686, 1.36512, 1.77580], [-0.88302, -0.93021, 1.53758], [-0.11160, 0.14320, 1.11509], [-1.93435, 0.42780, 3.28293], [-0.74958, 0.19717, -1.98224], [0.77618, 0.03356, 0.04185], [1.86420, 0.10620, -3.78257], [-2.92023, 0.60984, 4.41703], [1.45083, -1.57996, -4.49308], [-1.17003, 2.45259, 3.37735], [-2.39634, -1.67474, 2.84207], [-0.60858, 0.59994, -2.92479], [-1.53369, 0.54189, -1.46046]],
  "lowdin_charge": [0.175, -0.492, 0.153, 0.138, 0.144, 0.110, 0.109, 0.095, 0.767, 0.728, -0.146, 0.170, -0.280, -0.294, -0.275, -0.017, -0.012, -0.574, -0.539, -0.272, -0.078, 0.178, -0.065, 1.077, -0.558, -0.676, 0.125, 0.115, 0.090, 0.103]
}

***

# 3
{
  "formula": "C12H4O8Tl",
  "method": "ωB97M-V/def2-TZVPD",
  "lumo_energy_ev": -1.589,
  "energy_ha": -1233.91695,
  "gap_ha": 0.1024,
  "total_charge": -1,
  "elements": ["Tl", "C", "C", "C", "O", "C", "C", "C", "O", "O", "O", "H", "H", "C", "C", "C", "O", "C", "C", "C", "O", "O", "O", "H", "H"],
  "xyz": [[23.44708, 25.96839, 21.20534], [22.55641, 30.39432, 18.81736], [22.75878, 29.01875, 19.28502], [21.94472, 27.93006, 18.45680], [21.92848, 26.77950, 18.82676], [21.28892, 28.33882, 17.20800], [21.35669, 29.59650, 16.79011], [21.91347, 30.68653, 17.64909], [21.70765, 31.96138, 17.39019], [21.04898, 29.65846, 15.53062], [23.25214, 28.66225, 20.31424], [22.88516, 31.14464, 19.52116], [20.93219, 27.47513, 16.66654], [25.39130, 24.02406, 15.68168], [25.15074, 24.28621, 17.09038], [24.93378, 25.82626, 17.52858], [24.96569, 26.15402, 18.73729], [24.65320, 26.73278, 16.44867], [24.90465, 26.37012, 15.14573], [25.31397, 24.98663, 14.77220], [25.39159, 24.52477, 13.59773], [24.53542, 27.27208, 14.27858], [25.21879, 23.39105, 17.91664], [25.61706, 22.98571, 15.48863], [24.15950, 27.67001, 16.65908]],
  "lowdin_charge": [1.015, 0.043, -0.369, -0.344, -0.062, 0.065, -0.335, -0.343, -0.042, 0.040, -0.094, 0.115, 0.133, 0.055, -0.319, -0.266, -0.091, 0.109, -0.290, -0.395, 0.032, 0.047, 0.042, 0.132, 0.121]
}